Density functional theory data (ωB97M-V/def2-TZVPD) for a structure of composition C56H36F3IInN3O5PS3.

charge: -1
ΔE to the lowest compared entry with this formula, charge and spin: 108.6 kJ/mol
orbital gap: 0.19864 Ha

CARTESIAN COORDINATES (ANGSTROEM)
In1 0.100 -0.916 -0.214
I1 0.321 3.240 0.731
C1 1.642 4.355 -0.477
C2 2.537 5.107 0.232
C3 3.353 6.065 -0.406
C4 3.180 6.310 -1.732
C5 2.263 5.547 -2.497
C6 2.060 5.869 -3.859
C7 1.197 5.145 -4.625
C8 0.588 4.001 -4.079
C9 0.769 3.621 -2.772
P1 0.220 1.910 -2.234
C10 -1.555 2.007 -2.685
C11 -2.240 0.906 -3.205
C12 -3.614 0.956 -3.406
C13 -4.330 2.095 -3.067
C14 -3.663 3.191 -2.530
C15 -2.289 3.147 -2.342
C16 0.978 0.919 -3.590
C17 0.477 0.715 -4.875
C18 1.144 -0.109 -5.771
C19 2.319 -0.746 -5.395
C20 2.833 -0.545 -4.122
C21 2.161 0.273 -3.225
C22 1.536 4.467 -1.904
H1 2.593 4.991 1.306
H2 4.071 6.626 0.178
H3 3.737 7.096 -2.229
H4 2.601 6.713 -4.274
H5 1.011 5.417 -5.657
H6 -0.028 3.386 -4.721
H7 -1.701 -0.004 -3.430
H8 -4.125 0.093 -3.817
H9 -5.405 2.126 -3.208
H10 -4.216 4.080 -2.252
H11 -1.779 4.006 -1.922
H12 -0.451 1.181 -5.180
H13 0.736 -0.264 -6.763
H14 2.825 -1.411 -6.085
H15 3.744 -1.052 -3.823
H16 2.541 0.406 -2.218
S1 -4.185 1.838 1.055
C23 -2.996 0.799 0.314
N1 -1.983 0.498 1.046
C24 -2.083 1.077 2.303
C25 -1.151 0.923 3.331
C26 -1.389 1.555 4.536
C27 -2.538 2.336 4.728
C28 -3.470 2.493 3.719
C29 -3.230 1.857 2.502
H17 -3.135 0.434 -0.697
H18 -0.282 0.297 3.162
H19 -0.681 1.443 5.348
H20 -2.699 2.821 5.683
H21 -4.362 3.090 3.868
F1 -1.146 -4.986 8.671
C30 -0.014 -4.356 8.281
F2 1.002 -5.202 8.539
F3 0.131 -3.305 9.117
C31 -0.061 -3.934 6.851
C32 -0.882 -2.872 6.485
C33 -0.942 -2.463 5.166
C34 -0.185 -3.110 4.177
C35 0.617 -4.192 4.563
C36 0.681 -4.600 5.885
C37 -0.230 -2.680 2.815
C38 -0.278 -2.321 1.645
H22 -1.474 -2.370 7.241
H23 -1.576 -1.634 4.877
H24 1.187 -4.712 3.803
H25 1.304 -5.437 6.171
O1 -0.354 -2.875 -1.790
C39 -1.570 -2.592 -1.780
O2 -2.061 -1.528 -1.307
C40 -2.536 -3.589 -2.395
C41 -2.048 -4.701 -3.070
C42 -2.921 -5.618 -3.628
C43 -4.283 -5.409 -3.494
C44 -4.792 -4.312 -2.818
C45 -3.908 -3.399 -2.271
N2 -5.217 -6.383 -4.082
O3 -4.750 -7.339 -4.669
O4 -6.409 -6.182 -3.953
H26 -0.976 -4.827 -3.143
H27 -2.568 -6.489 -4.161
H28 -5.863 -4.195 -2.734
H29 -4.263 -2.530 -1.734
C46 6.292 -1.903 -1.524
O5 5.008 -2.018 -0.903
C47 4.181 -2.948 -1.348
S2 4.440 -3.953 -2.607
S3 2.638 -2.977 -0.492
H30 6.765 -1.049 -1.049
H31 6.191 -1.743 -2.594
H32 6.874 -2.808 -1.357
N3 5.553 0.477 8.079
C48 5.149 0.106 7.067
C49 4.665 -0.364 5.793
C50 3.573 -1.226 5.727
C51 3.139 -1.698 4.502
C52 3.797 -1.323 3.328
C53 4.873 -0.432 3.400
C54 5.307 0.042 4.622
C55 3.420 -1.878 2.064
C56 3.105 -2.344 1.003
H33 3.071 -1.523 6.639
H34 2.289 -2.366 4.442
H35 5.364 -0.126 2.485
H36 6.140 0.729 4.685

Density functional theory data (ωB97M-V/def2-TZVPD) for the ion C5H8N3O2 with charge +1 in a non-equilibrium geometry.

charge: +1
ΔE to the lowest compared entry with this formula, charge and spin: 185.9 kJ/mol
orbital gap (alpha / beta): 0.22900 / 0.26858 Ha
multiplicity: 3

CARTESIAN COORDINATES (ANGSTROEM)
C1 1.426 2.005 -0.186
C2 0.420 -0.155 0.294
C3 2.644 -1.201 0.161
C4 0.830 -2.429 -0.374
C5 -0.912 1.816 0.084
N1 1.380 -1.173 0.040
N2 0.357 1.148 0.025
N3 2.576 1.431 -0.059
O1 3.660 1.969 -0.237
O2 3.728 -1.616 0.080
H1 1.306 3.132 -0.377
H2 -0.499 -0.662 0.422
H3 0.264 -2.398 -1.283
H4 1.672 -3.082 -0.585
H5 0.180 -2.909 0.365
H6 -1.642 1.065 0.213
H7 -0.869 2.422 0.923
H8 -1.198 2.158 -0.818

Density functional theory data (ωB97M-V/def2-TZVPD) for a structure of composition C26H43ClN4O4PS3Se2Ti.

charge: -1
ΔE to the lowest compared entry with this formula, charge and spin: 0.0 kJ/mol
orbital gap: 0.26287 Ha

CARTESIAN COORDINATES (ANGSTROEM)
Ti1 1.901 0.812 0.467
C1 -0.592 1.369 -1.455
N1 0.852 1.390 -1.292
C2 1.591 1.776 -2.288
C3 2.988 1.753 -2.142
C4 4.065 2.118 -2.961
C5 5.211 1.866 -2.214
C6 4.780 1.358 -0.974
N2 3.452 1.281 -0.937
C7 -1.253 2.715 -1.262
C8 -0.574 3.806 -0.735
C9 -1.238 5.009 -0.522
C10 -2.581 5.136 -0.840
C11 -3.264 4.049 -1.376
C12 -2.603 2.850 -1.583
H1 -1.008 0.675 -0.721
H2 -0.846 0.975 -2.445
H3 1.127 2.101 -3.219
H4 4.002 2.516 -3.962
H5 6.235 2.022 -2.515
H6 5.375 1.053 -0.126
H7 0.473 3.721 -0.475
H8 -0.698 5.842 -0.091
H9 -3.096 6.073 -0.670
H10 -4.314 4.136 -1.627
H11 -3.141 1.999 -1.987
C13 -2.500 2.474 2.041
Se1 -3.178 0.835 1.252
C14 -2.616 -0.375 2.673
C15 -1.137 -0.389 2.988
Se2 0.086 -1.133 1.646
C16 -1.110 -2.194 0.554
H12 -1.415 2.446 2.076
H13 -2.919 2.604 3.037
H14 -2.820 3.289 1.394
H15 -2.984 -1.357 2.373
H16 -3.153 -0.089 3.578
H17 -0.966 -0.960 3.900
H18 -0.750 0.608 3.187
H19 -0.483 -2.630 -0.220
H20 -1.546 -2.985 1.159
H21 -1.881 -1.571 0.106
C17 5.722 -1.761 -2.280
C18 5.080 -2.286 -1.015
C19 6.048 -2.986 -0.082
O1 4.065 -3.230 -1.421
P1 2.595 -3.170 -0.750
S1 2.516 -3.857 1.052
S2 1.885 -1.300 -1.155
O2 1.808 -4.164 -1.727
C20 1.984 -4.418 -3.137
C21 3.102 -5.425 -3.345
C22 2.160 -3.165 -3.975
H22 6.547 -1.088 -2.039
H23 4.993 -1.200 -2.866
H24 6.107 -2.593 -2.875
H25 4.596 -1.456 -0.493
H26 6.534 -3.817 -0.598
H27 5.514 -3.374 0.785
H28 6.815 -2.287 0.256
H29 1.036 -4.887 -3.412
H30 4.067 -4.980 -3.108
H31 3.108 -5.756 -4.386
H32 2.951 -6.292 -2.702
H33 3.099 -2.663 -3.743
H34 1.346 -2.462 -3.806
H35 2.168 -3.453 -5.029
Cl1 0.200 0.601 6.117
C23 1.177 3.849 2.550
C24 1.463 2.794 1.785
O3 2.467 2.634 0.924
O4 0.763 1.640 1.752
H36 1.800 4.730 2.503
H37 0.338 3.803 3.227
C25 3.045 2.196 4.963
N3 3.404 1.561 3.701
C26 3.027 0.342 3.356
N4 2.300 -0.404 4.162
S3 3.564 -0.315 1.822
H38 3.492 3.186 4.979
H39 3.431 1.606 5.795
H40 1.965 2.274 5.078
H41 3.821 2.109 2.965
H42 1.704 -0.015 4.937
H43 2.037 -1.309 3.799

Density functional theory data (ωB97M-V/def2-TZVPD) for a structure of composition C6H16N2O in a non-equilibrium geometry.

charge: 0
ΔE to the lowest compared entry with this formula, charge and spin: 543.6 kJ/mol
orbital gap: 0.29988 Ha

CARTESIAN COORDINATES (ANGSTROEM)
C1 -0.269 0.850 -0.563
C2 -0.275 -0.770 0.966
C3 -1.732 1.031 -0.910
C4 0.622 0.813 -1.784
C5 0.196 1.929 0.406
C6 1.051 -0.734 1.686
N1 -0.425 -1.224 -0.311
N2 0.529 -2.005 -0.795
O1 -1.114 -2.294 1.739
H1 -0.528 -3.028 1.967
H2 -1.120 -0.241 1.375
H3 1.450 -2.100 -0.379
H4 0.272 -2.488 -1.642
H5 1.246 1.828 0.679
H6 0.095 2.909 -0.073
H7 -2.366 0.956 -0.025
H8 -2.069 0.298 -1.639
H9 -1.891 2.023 -1.346
H10 1.661 0.602 -1.526
H11 0.605 1.787 -2.285
H12 0.281 0.086 -2.519
H13 -0.425 1.979 1.300
H14 1.017 -0.034 2.516
H15 1.901 -0.465 1.055
H16 1.289 -1.708 2.110

Density functional theory data (ωB97M-V/def2-TZVPD) for the ion C4H12N3S with charge -1 in a non-equilibrium geometry.

charge: -1
ΔE to the lowest compared entry with this formula, charge and spin: 123.5 kJ/mol
orbital gap: 0.23045 Ha
SMILES string: NCNC[C@H](N)C[S-]

CARTESIAN COORDINATES (ANGSTROEM)
N1 -1.502 1.283 2.719
C1 -1.141 0.891 1.354
N2 -0.142 -0.145 1.305
C2 -0.180 -1.050 0.159
C3 0.184 -0.393 -1.196
N3 0.072 -1.454 -2.196
C4 1.586 0.210 -1.184
S1 1.946 1.216 -2.671
H1 -0.850 1.972 3.074
H2 -1.328 0.485 3.334
H3 -0.816 1.820 0.875
H4 -2.027 0.543 0.836
H5 0.816 0.175 1.428
H6 0.508 -1.866 0.381
H7 -1.196 -1.400 0.020
H8 -0.590 0.362 -1.371
H9 1.010 -1.765 -2.430
H10 -0.332 -1.146 -3.069
H11 2.285 -0.614 -1.041
H12 1.699 0.876 -0.327

Density functional theory data (ωB97M-V/def2-TZVPD) for a structure of composition C45H63BCl3GeN6ORhSb in a non-equilibrium geometry.

charge: +2
orbital gap (alpha / beta): 0.30272 / 0.20646 Ha
multiplicity: 6

CARTESIAN COORDINATES (ANGSTROEM)
Rh1 0.295 -0.189 -0.433
C1 2.191 4.627 1.552
C2 1.306 3.809 0.678
C3 0.320 4.260 -0.177
C4 -0.246 3.126 -0.767
N1 0.398 2.040 -0.298
N2 1.333 2.468 0.589
B1 2.223 1.515 1.415
N3 3.048 0.580 0.506
N4 2.501 -0.347 -0.320
C5 3.508 -1.012 -0.921
C6 4.716 -0.477 -0.465
C7 4.389 0.520 0.436
C8 5.316 1.392 1.208
C9 3.418 -2.123 -1.950
C10 2.014 -2.735 -2.103
C11 3.923 -1.558 -3.291
C12 4.380 -3.247 -1.522
N5 1.301 0.676 2.318
N6 0.405 -0.200 1.813
C13 -0.257 -0.742 2.841
C14 0.241 -0.204 4.032
C15 1.225 0.696 3.662
C16 2.062 1.551 4.548
C17 -1.355 -1.765 2.725
C18 -2.648 -1.206 3.339
C19 -1.608 -2.168 1.272
C20 -0.949 -3.012 3.530
C21 -1.388 3.182 -1.759
C22 -0.995 4.170 -2.871
C23 -2.650 3.710 -1.057
C24 -1.702 1.831 -2.383
H1 1.997 5.682 1.376
H2 2.015 4.419 2.608
H3 3.243 4.429 1.348
H4 0.046 5.287 -0.349
H5 2.961 2.160 2.076
H6 5.709 -0.780 -0.746
H7 6.342 1.150 0.946
H8 5.137 2.445 0.991
H9 5.187 1.247 2.281
H10 1.739 -2.848 -3.154
H11 1.977 -3.737 -1.679
H12 1.231 -2.163 -1.601
H13 3.301 -0.740 -3.657
H14 4.937 -1.175 -3.182
H15 3.942 -2.344 -4.048
H16 4.168 -3.574 -0.501
H17 4.275 -4.104 -2.188
H18 5.419 -2.922 -1.557
H19 -0.063 -0.443 5.037
H20 1.812 1.345 5.585
H21 3.123 1.354 4.398
H22 1.891 2.611 4.357
H23 -3.051 -0.386 2.739
H24 -3.398 -1.997 3.388
H25 -2.476 -0.836 4.350
H26 -1.448 -1.324 0.573
H27 -0.957 -2.980 0.965
H28 -2.633 -2.512 1.148
H29 -0.932 -2.794 4.597
H30 -1.658 -3.821 3.352
H31 0.048 -3.361 3.248
H32 -0.977 5.191 -2.491
H33 -0.006 3.940 -3.269
H34 -1.717 4.123 -3.687
H35 -2.426 4.574 -0.432
H36 -3.384 4.012 -1.804
H37 -3.102 2.940 -0.427
H38 -0.975 1.575 -3.143
H39 -1.697 1.028 -1.622
H40 -2.684 1.856 -2.851
O1 0.854 0.070 -2.867
H41 1.614 0.666 -2.872
H42 1.106 -0.725 -3.352
C25 -4.286 -3.124 -1.324
C26 -5.053 -2.980 -0.042
C27 -5.671 -4.095 0.518
C28 -6.384 -4.007 1.704
C29 -6.491 -2.792 2.367
C30 -5.875 -1.670 1.841
C31 -5.185 -1.765 0.634
Sb1 -4.260 0.014 -0.115
C32 -4.994 0.200 -2.160
C33 -4.132 -0.291 -3.132
C34 -4.529 -0.311 -4.459
C35 -5.788 0.161 -4.799
C36 -6.637 0.647 -3.818
C37 -6.260 0.683 -2.476
C38 -7.204 1.211 -1.438
C39 -4.720 1.529 1.381
C40 -6.056 1.743 1.709
C41 -6.387 2.677 2.675
C42 -5.378 3.390 3.310
C43 -4.055 3.155 2.985
C44 -3.690 2.211 2.022
C45 -2.223 1.974 1.784
H43 -3.878 -4.128 -1.421
H44 -3.446 -2.424 -1.371
H45 -4.933 -2.944 -2.185
H46 -5.574 -5.051 0.019
H47 -6.836 -4.895 2.126
H48 -7.039 -2.720 3.297
H49 -5.935 -0.731 2.376
H50 -3.155 -0.677 -2.866
H51 -3.857 -0.693 -5.215
H52 -6.109 0.149 -5.832
H53 -7.622 1.004 -4.088
H54 -8.176 1.437 -1.870
H55 -6.812 2.126 -0.989
H56 -7.354 0.465 -0.654
H57 -6.849 1.187 1.231
H58 -7.425 2.845 2.926
H59 -5.625 4.124 4.065
H60 -3.271 3.703 3.495
H61 -1.773 1.502 2.661
H62 -1.704 2.920 1.622
H63 -2.029 1.332 0.921
Cl1 3.409 -4.306 2.486
Ge1 1.913 -3.432 1.227
Cl2 0.983 -5.412 0.556
Cl3 -0.682 -4.491 -1.269

Density functional theory data (ωB97M-V/def2-TZVPD) for the molecule C2H3NO2 in a non-equilibrium geometry.

charge: 0
ΔE to the lowest compared entry with this formula, charge and spin: 547.4 kJ/mol
orbital gap (alpha / beta): 0.30878 / 0.30808 Ha

CARTESIAN COORDINATES (ANGSTROEM)
C1 -0.631 -0.591 0.674
C2 0.966 -0.167 -0.879
N1 -0.591 0.727 0.478
O1 -1.318 -1.395 1.201
O2 0.514 1.021 -0.277
H1 1.889 -0.592 -0.794
H2 0.191 -0.538 -1.518
H3 -1.018 1.534 1.114

Density functional theory data (ωB97M-V/def2-TZVPD) for a cluster of 2 separate species, C17H19N in total in a non-equilibrium geometry.

charge: -1
ΔE to the lowest compared entry with this formula, charge and spin: 158.9 kJ/mol
orbital gap (alpha / beta): 0.08264 / 0.23673 Ha
multiplicity: 2

CARTESIAN COORDINATES (ANGSTROEM)
C1 0.548 2.938 0.132
C2 -0.742 3.408 -0.625
C3 0.655 1.863 1.167
C4 0.269 1.862 2.477
C5 1.240 0.513 1.059
C6 1.173 -0.144 2.326
C7 1.734 -0.180 -0.040
C8 1.544 -1.487 2.413
C9 2.401 -1.368 0.149
C10 2.270 -2.072 1.370
N1 0.634 0.775 3.239
H1 1.144 2.664 -0.775
H2 1.148 3.774 0.507
H3 -1.167 4.229 -0.064
H4 -0.379 2.657 2.835
H5 0.063 0.695 4.072
H6 1.604 0.148 -1.054
H7 1.403 -2.163 3.265
H8 3.107 -1.583 -0.658
H9 2.548 -3.125 1.427
H10 -1.509 2.643 -0.883
H11 -0.421 3.776 -1.607
C11 -2.005 -1.114 0.684
C12 -0.977 -2.681 -2.595
C13 -1.210 -2.531 -1.224
C14 -0.776 -1.590 -3.404
C15 -1.559 -1.215 -0.725
C16 -0.781 -0.253 -2.891
C17 -1.230 -0.155 -1.529
H12 -0.720 -3.641 -3.034
H13 -1.203 -3.258 -0.435
H14 -0.717 -1.609 -4.502
H15 -0.344 0.642 -3.326
H16 -2.438 -2.090 1.119
H17 -2.761 -0.302 0.785
H18 -1.318 0.810 -1.054
H19 -1.228 -0.836 1.401

Copy entry 8 word for word.
Density functional theory data (ωB97M-V/def2-TZVPD) for a cluster of 2 separate species, C17H19N in total in a non-equilibrium geometry.

charge: -1
ΔE to the lowest compared entry with this formula, charge and spin: 158.9 kJ/mol
orbital gap (alpha / beta): 0.08264 / 0.23673 Ha
multiplicity: 2

CARTESIAN COORDINATES (ANGSTROEM)
C1 0.548 2.938 0.132
C2 -0.742 3.408 -0.625
C3 0.655 1.863 1.167
C4 0.269 1.862 2.477
C5 1.240 0.513 1.059
C6 1.173 -0.144 2.326
C7 1.734 -0.180 -0.040
C8 1.544 -1.487 2.413
C9 2.401 -1.368 0.149
C10 2.270 -2.072 1.370
N1 0.634 0.775 3.239
H1 1.144 2.664 -0.775
H2 1.148 3.774 0.507
H3 -1.167 4.229 -0.064
H4 -0.379 2.657 2.835
H5 0.063 0.695 4.072
H6 1.604 0.148 -1.054
H7 1.403 -2.163 3.265
H8 3.107 -1.583 -0.658
H9 2.548 -3.125 1.427
H10 -1.509 2.643 -0.883
H11 -0.421 3.776 -1.607
C11 -2.005 -1.114 0.684
C12 -0.977 -2.681 -2.595
C13 -1.210 -2.531 -1.224
C14 -0.776 -1.590 -3.404
C15 -1.559 -1.215 -0.725
C16 -0.781 -0.253 -2.891
C17 -1.230 -0.155 -1.529
H12 -0.720 -3.641 -3.034
H13 -1.203 -3.258 -0.435
H14 -0.717 -1.609 -4.502
H15 -0.344 0.642 -3.326
H16 -2.438 -2.090 1.119
H17 -2.761 -0.302 0.785
H18 -1.318 0.810 -1.054
H19 -1.228 -0.836 1.401

- Which value of charge does entry 7 give?
  0

- What is the charge in the first record?
  -1